Density functional theory data (the ωB97M-V functional and the def2-TZVPD basis) for C46H90Br6F3NiO20S9 as an isolated structure.

Summary:
HOMO (alpha / beta), hartree: -0.41944 / -0.41646
Kohn-Sham gap (alpha / beta), eV: 8.84 / 7.64
Total charge: +1
<S²>: 2.0034
2S+1: 3
DFT total energy, a.u.: -24146.74630

Atoms and positions in Å:
S  -1.1649  -5.6398  -3.5757
S  -4.8774  -1.9928  -3.6067
H  -1.8645  -3.7044  4.7382
C  -3.8263  3.3134  -3.5063
C  -2.0632  -3.5418  5.7976
C  -0.3907  -0.8487  1.4522
H  2.7762  1.1610  1.2152
H  -0.9245  4.1783  5.0272
S  5.8553  -0.5461  -2.1698
H  5.5846  -3.9121  2.9320
H  -0.3616  -7.2148  -1.7077
O  0.5397  5.4938  -4.2662
C  -0.1907  -0.8427  2.9961
H  1.7438  -5.2960  -4.4914
C  4.5463  -1.8252  -2.2663
C  0.0843  2.9815  -6.7702
H  -3.8840  -0.9386  -0.6141
H  -3.8975  5.4025  -3.4988
O  1.7381  1.0975  -7.9727
S  -3.2309  4.6717  -1.2569
H  -0.8479  -1.6365  3.3512
H  3.8052  -1.4838  -1.5435
C  0.0480  -6.7667  -2.6130
H  0.3577  3.7843  -6.0855
Br  4.7287  -1.9972  1.4692
C  -1.5590  -4.6058  0.9807
C  2.2134  6.6836  -2.4908
F  -0.1466  -0.1237  -2.7144
H  -0.0822  -3.7217  -4.7028
C  3.6787  1.5497  1.6867
C  -3.7408  4.0817  2.7677
H  -3.5917  -5.1097  5.4092
H  1.2384  -5.3615  -1.4427
H  3.3734  -4.2220  4.3114
H  2.4032  7.2736  -3.3875
H  3.1788  4.6940  -4.5832
H  -3.3851  4.4919  5.3556
Br  -2.0470  0.2088  6.2809
C  2.7478  3.5329  3.2922
O  0.0564  0.4668  0.8881
O  2.6278  2.2759  -5.9745
C  -1.5383  -5.7872  7.1290
H  1.2093  0.0307  -5.0597
C  -0.6330  1.4161  -5.1080
H  5.0003  1.2705  -3.3637
H  0.0883  3.3007  -7.8124
H  1.5265  7.2451  -1.8575
C  -0.1330  0.6834  6.6436
H  -0.9452  -6.3185  7.8733
H  0.1986  -1.1588  7.6297
H  -3.4835  3.0113  -4.4959
H  -4.1519  1.3769  -2.4741
O  -4.5435  -2.8972  -4.6785
H  -1.4164  -1.2041  1.3536
C  -3.3296  -4.3956  6.1899
H  1.9206  4.2392  3.3619
H  -1.7959  3.0771  -5.8116
H  2.7182  3.3172  -3.6619
H  -4.5358  6.0492  3.5135
O  -1.4770  -6.2695  -4.8466
H  3.1046  -0.1644  -3.6073
H  -4.4159  3.5072  3.4019
C  0.5473  0.6460  -5.6691
C  4.2016  -1.9156  -3.7524
H  2.2637  -6.3555  -2.2149
C  5.2469  0.2518  -3.6628
O  0.3336  -4.7492  5.5777
H  3.4389  0.1797  3.5767
C  0.6686  -0.4957  6.9035
C  2.4601  2.1363  3.8647
H  -3.5732  -5.9978  7.7788
O  -1.2050  3.5261  1.6441
H  -2.0817  -2.4712  6.0019
C  -2.9105  -5.2032  7.4361
C  -4.5046  -3.0339  -1.2107
H  -2.7188  -2.1272  -0.6000
H  -2.8017  -0.5859  -2.9002
O  -4.1549  5.7481  -0.8454
H  4.8942  5.1547  -2.9179
H  3.3787  -2.4782  -4.1934
C  0.2860  -0.3054  -1.4314
Br  0.7608  -6.3698  0.6839
H  3.6218  3.9208  3.8155
H  3.3353  6.0813  -0.8426
C  3.6054  -3.3040  3.7714
Br  2.5206  0.0431  7.5575
H  -2.5270  2.0483  -2.4929
S  3.3046  3.3457  1.4718
H  1.4613  1.7492  3.6631
C  3.9775  -0.5302  -4.1480
C  -0.6690  -5.5866  1.7942
H  -2.7870  6.1933  5.2424
H  4.9872  -2.7170  -1.8210
O  5.5996  0.3746  -1.0790
H  4.2015  -4.5527  2.1092
C  1.3237  -5.8420  -2.4173
O  2.0803  3.6388  0.6137
S  1.3844  5.2156  -3.0894
C  -1.4909  4.6179  4.2062
H  -5.0310  3.1672  -1.0856
C  3.6255  1.1959  3.2293
H  -1.4186  0.5626  -0.4664
Ni  -0.0146  4.0357  -0.0901
H  4.3602  6.9469  -1.9734
C  4.5640  -3.6699  2.6358
F  -0.0580  -1.5912  -1.1649
H  0.8475  -1.0241  3.2743
C  2.8780  4.3923  -3.5799
H  -0.6984  0.0275  3.4121
H  -2.6871  -2.4266  -2.9562
O  -0.2150  -3.5329  7.7394
H  -2.1964  4.9959  -3.4919
H  3.8219  -0.4105  -5.2202
C  -3.6071  5.4864  3.4185
H  -1.2189  -6.4495  2.1700
S  -1.9852  3.3326  2.9410
O  -0.1705  2.0898  -0.7605
S  -0.6242  -4.2988  6.5634
Br  4.4508  -1.9858  4.9756
O  -5.6152  -0.7319  -3.8973
C  -3.5789  -1.8118  -1.1907
H  0.1001  0.0238  -6.4444
C  -3.9639  2.9451  -1.0947
H  -4.1535  -3.6852  6.2579
H  5.0848  -2.3057  -4.2582
O  4.5435  4.1063  1.3149
S  1.4796  1.7623  -6.6942
F  1.6437  -0.3925  -1.5221
Br  -3.2078  -4.3893  1.9891
H  2.6968  -2.7494  3.5366
H  0.2086  -1.6734  1.0661
H  -1.6820  1.7312  -6.9967
C  -0.3408  0.7219  -0.4978
H  6.1043  0.2704  -4.3356
C  -5.6842  -2.8739  -2.1316
C  0.1024  -4.2757  -3.7825
H  -3.9182  -3.8812  -1.5662
H  -0.1209  -3.6034  -2.9541
C  1.4606  -4.8456  -3.5401
H  -0.0725  1.3246  7.5230
H  -1.5875  -6.4853  6.2933
H  -1.7751  -5.1926  0.0879
C  3.5163  6.2607  -1.9024
H  4.5401  1.2447  1.0925
H  4.5586  1.4017  3.7537
O  -2.1832  -5.0790  -2.6606
H  -0.3867  2.0917  -4.2889
H  -0.1998  -5.1480  2.6749
C  -1.1727  2.2707  -6.1982
H  2.1444  -4.0230  -3.3310
C  -3.2668  -1.5463  -2.6783
H  4.0723  4.2624  -1.6409
H  0.3549  1.2835  5.8755
H  -2.6977  -4.5378  8.2729
H  -4.9140  3.3635  -3.5557
O  7.1593  -1.1181  -2.4565
O  0.8693  4.4604  -1.8848
C  -3.1803  4.6466  -3.1790
H  -3.6844  2.5122  -0.1342
C  -3.5798  2.2976  -2.3599
H  2.4401  2.1428  4.9545
H  0.7977  -1.0155  5.9541
H  -4.1438  4.1130  1.7554
H  -2.9487  6.1591  2.8690
H  -1.1436  -3.6508  0.6589
O  -2.0350  2.0302  3.5585
H  -1.4315  0.8324  -4.6499
C  -2.8364  5.2187  4.7567
H  0.3316  -7.5638  -3.3002
H  -6.3797  -2.1226  -1.7576
C  3.9153  4.8900  -2.5181
O  -1.8746  4.5876  -0.8249
H  -0.9210  5.3446  3.6272
H  -6.3065  -3.7081  -2.4556
H  -4.8363  -3.3232  -0.2135

Atomic partial charges in e from the Löwdin method, atoms 1 to 99:
1. S 0.756
2. S 0.743
3. H 0.047
4. C -0.197
5. C -0.232
6. C -0.205
7. H 0.083
8. H 0.100
9. S 0.680
10. H 0.055
11. H 0.044
12. O -0.320
13. C -0.055
14. H 0.125
15. C -0.227
16. C -0.175
17. H 0.107
18. H 0.101
19. O -0.325
20. S 0.777
21. H 0.062
22. H 0.060
23. C -0.178
24. H 0.073
25. Br 0.625
26. C -0.640
27. C -0.228
28. F 0.108
29. H 0.110
30. C -0.184
31. C -0.157
32. H 0.099
33. H -0.010
34. H 0.066
35. H 0.119
36. H 0.115
37. H 0.116
38. Br 0.688
39. C -0.186
40. O -0.090
41. O -0.341
42. C -0.219
43. H 0.090
44. C -0.254
45. H 0.088
46. H 0.106
47. H 0.116
48. C -0.660
49. H 0.112
50. H 0.043
51. H 0.102
52. H 0.111
53. O -0.324
54. H 0.101
55. C -0.172
56. H 0.083
57. H 0.099
58. H 0.095
59. H 0.123
60. O -0.324
61. H 0.097
62. H 0.105
63. C -0.219
64. C -0.235
65. H 0.113
66. C -0.194
67. O -0.349
68. H 0.020
69. C -0.639
70. C -0.193
71. H 0.119
72. O -0.400
73. H 0.013
74. C -0.222
75. C -0.267
76. H 0.077
77. H 0.070
78. O -0.327
79. H 0.117
80. H 0.107
81. C -0.481
82. Br 0.767
83. H 0.102
84. H 0.101
85. C -0.646
86. Br 0.582
87. H 0.105
88. S 0.814
89. H 0.088
90. C -0.232
91. C -0.633
92. H 0.120
93. H 0.090
94. O -0.361
95. H 0.062
96. C -0.275
97. O -0.405
98. S 0.800
99. C -0.187